45
Properties=species:S:1:pos:R:3:forces:R:3 method="wB97M-V/def2-TZVPD" homo_lumo_gap_ev="6.62 / 7.78" spin_multiplicity=3 total_charge=0 energy_ha=-1028.45633 homo_energy_ev="-5.836 / -7.900" e_above_lowest_kcal_mol=8.4
H 0.01701 2.79638 1.25001 0.09 -0.21 -0.27
N 0.38232 1.49084 -0.39571 0.59 1.92 -0.90
B 1.01167 0.51409 -2.68005 -0.33 -0.15 1.43
N 0.91504 1.69330 -1.66068 -0.28 0.56 1.12
C 1.27734 2.98919 -1.78673 -0.46 -0.33 0.65
Pd -0.35369 -0.45428 0.20632 0.96 2.80 -0.12
H 1.70771 3.35047 -2.70827 0.00 0.00 0.09
C 0.96250 3.64339 -0.59938 0.08 -0.08 -0.25
H 1.10983 4.68317 -0.37783 0.05 0.12 0.00
C 0.39909 2.67167 0.24466 0.48 -0.38 -1.38
H 1.49066 0.83846 -3.72469 -0.06 -0.02 -0.02
C -1.03351 -2.45672 0.90271 0.60 -2.20 0.69
H -1.58441 -2.14008 1.78634 0.11 -0.04 -0.25
H -0.68213 -3.48391 1.10811 -0.17 0.11 -0.10
H -1.67596 -2.53424 0.02451 0.19 0.10 0.09
N -0.44226 -0.04404 -2.81039 -1.31 -0.68 1.00
N 1.86311 -0.57271 -1.94484 0.35 -1.09 1.22
N -1.13434 -0.45610 -1.67146 -0.76 -0.21 -2.41
N 1.44932 -1.05262 -0.71279 1.88 -0.66 -1.64
C -1.25063 -0.20445 -3.87756 -0.33 -0.44 0.95
C 3.03104 -1.17211 -2.27133 -0.56 -0.50 0.76
H -0.89446 0.03641 -4.86264 -0.05 0.07 -0.09
H 3.50847 -0.96349 -3.21624 0.05 0.03 0.11
C -2.46613 -0.74045 -3.43897 0.30 0.09 -0.20
C 3.35993 -2.07366 -1.25129 -0.13 0.28 -0.35
C -2.35357 -0.88445 -2.05081 1.39 0.65 -0.57
C 2.33977 -1.96774 -0.29230 -0.04 1.05 -1.44
H -3.31197 -1.01929 -4.03746 -0.07 0.06 -0.15
H 4.19326 -2.74687 -1.21796 0.23 0.00 -0.05
H -3.06289 -1.26369 -1.32163 0.21 0.17 -0.18
H 2.21655 -2.49232 0.64905 -0.03 0.16 -0.20
H 0.03928 -1.95182 0.76336 -1.39 -2.10 0.79
C 0.56214 0.70392 3.19213 0.25 -0.04 0.39
C -0.79667 0.02219 3.11720 -0.39 0.10 -0.57
C -1.71543 0.45719 4.25700 0.16 -0.12 0.23
C -1.42798 0.30180 1.75704 -1.02 0.59 0.57
H 0.45524 1.79553 3.16353 0.00 -0.15 0.04
H 1.20549 0.41392 2.35341 -0.05 0.03 0.08
H 1.08097 0.44328 4.12179 -0.01 0.11 -0.07
H -0.64499 -1.06220 3.18089 0.09 0.03 0.30
H -1.86892 1.54170 4.24484 0.03 -0.09 -0.05
H -2.69558 -0.02173 4.18020 0.10 0.04 -0.02
H -1.27688 0.18417 5.22175 -0.08 0.08 0.08
H -2.39512 -0.18702 1.60887 -0.29 0.30 0.49
H -1.51024 1.37487 1.57730 -0.36 0.05 0.21